# C35H65B3F7IN2O5

3 unconnected molecules or ions with the total composition C35H65B3F7IN2O5 at a distorted geometry (ωB97M-V with the def2-TZVPD basis set, the Open Molecules 2025 dataset).

Geometry as XYZ:
```
118
Properties=species:S:1:pos:R:3:mulliken_charge:R:1
C 2.88534 5.71495 0.80644 -0.9426
C 3.59565 4.64893 -0.20074 -0.1060
C 3.72045 3.27736 0.65684 -0.0195
C 4.62349 2.17397 -0.06030 -0.0522
C 4.77487 0.80270 0.74582 -0.8715
C 3.40875 -0.00119 0.96274 -0.3343
C 2.59028 0.56109 2.22658 -0.0030
C 1.76224 -0.59771 3.00762 -0.0611
C 1.02769 0.16729 4.24491 -0.9455
C -0.44231 0.58578 3.76915 0.4264
C -0.54448 2.08706 3.20571 -0.7269
B -1.63246 2.03658 1.98427 0.6261
O -1.21227 1.96467 0.59634 0.1512
B -2.33774 1.97428 -0.28769 0.1451
C -2.48985 1.07423 -1.62854 -0.5952
I -3.83326 1.99506 -3.11968 -0.0560
C -3.22021 -0.29986 -1.16261 -0.0237
C -2.09370 -1.44251 -1.12735 -0.7229
O -3.44122 2.84747 0.05182 -0.5474
B -3.90980 2.37091 1.33490 0.1642
C -5.52392 2.24266 1.67773 0.8062
F -6.25682 1.79902 0.56094 -0.2830
F -5.70768 1.26353 2.69936 -0.2962
C -5.97849 3.69862 2.20142 0.6037
F -5.71708 4.62997 1.16239 -0.2478
F -5.11595 4.08181 3.26223 -0.2540
C -7.50747 3.77352 2.65905 0.5425
F -7.80141 2.90062 3.72738 -0.2246
F -7.74765 5.09294 3.08616 -0.2358
F -8.39510 3.43551 1.62872 -0.2208
O -3.02471 2.02067 2.39906 -0.5156
H 3.42533 6.71214 0.72639 0.2863
H 2.89924 5.29538 1.87326 0.2465
H 1.78480 5.78824 0.51573 0.2345
H 4.61567 5.00129 -0.55624 0.4120
H 2.87318 4.39918 -1.04854 -0.0067
H 4.08497 3.47284 1.71821 0.3672
H 2.65983 2.86076 0.70833 -0.2508
H 4.28274 1.97141 -1.12463 -0.3687
H 5.68293 2.61741 -0.13554 0.3774
H 5.47851 0.13196 0.14026 0.3269
H 5.27178 0.92780 1.76904 0.3196
H 2.74405 0.16680 0.03910 0.0756
H 3.59684 -1.11883 1.02663 0.4010
H 1.77628 1.24566 1.79181 -0.5728
H 3.27639 1.13156 2.93341 0.3815
H 0.95857 -0.92694 2.25800 -0.1774
H 2.42360 -1.45010 3.35412 0.4306
H 1.03026 -0.46964 5.18479 0.3821
H 1.56847 1.14977 4.50076 0.4078
H -0.89373 -0.12894 2.99030 -0.5889
H -1.15475 0.52591 4.67120 0.4053
H 0.44157 2.55648 2.90091 0.2688
H -0.99347 2.77556 4.00965 0.2213
H -1.51633 0.86892 -2.17004 0.1794
H -4.05303 -0.57470 -1.90004 0.4238
H -3.67983 -0.22177 -0.12154 0.0466
H -2.56969 -2.48054 -1.14852 0.3187
H -1.41205 -1.29561 -2.03939 0.2337
H -1.45799 -1.35908 -0.18558 0.0349
C 0.66404 0.70057 -7.32549 -1.8664
C 0.56810 1.19006 -5.85977 1.8027
C 0.17640 2.68128 -5.83763 -1.0944
C 1.31856 3.60983 -6.23590 -0.6391
C 2.56280 3.33093 -5.39892 -1.0607
C 2.98869 1.84922 -5.41328 1.8334
N 1.85128 0.91823 -5.14542 0.2113
O 1.59361 0.96366 -3.81654 -0.4391
C 3.64087 1.50658 -6.77324 -1.8852
C 4.15074 1.66635 -4.40418 -1.5725
C -0.61123 0.36732 -5.28394 -1.0668
H 1.14851 -0.27791 -7.38393 0.3702
H -0.32967 0.59320 -7.76920 0.4663
H 1.19280 1.38984 -7.98158 0.3234
H -0.16173 2.96117 -4.83191 0.2553
H -0.67615 2.85494 -6.50203 0.3833
H 1.54314 3.50629 -7.30233 0.3335
H 1.00829 4.64933 -6.09230 0.4108
H 3.38364 3.96045 -5.75790 0.4135
H 2.36387 3.65118 -4.36903 0.1704
H 3.80723 0.43031 -6.87080 0.3749
H 4.61550 1.99329 -6.87183 0.4558
H 3.06764 1.84604 -7.63379 0.3385
H 3.88265 1.97522 -3.39125 0.0077
H 5.01191 2.27553 -4.69196 0.4322
H 4.48180 0.62412 -4.37015 0.4941
H -0.37796 -0.70165 -5.27407 0.4982
H -1.51199 0.50121 -5.88900 0.4511
H -0.88044 0.66967 -4.26997 -0.3165
C -2.29935 -4.72636 4.79112 -1.9715
C -1.46774 -4.27317 3.56624 2.1915
C -2.22024 -4.63254 2.26924 -1.0862
C -2.17873 -6.12123 1.94168 -0.6629
C -0.74310 -6.63604 1.93358 -1.2278
C 0.03142 -6.30485 3.22488 1.6898
N -0.10121 -4.87209 3.62718 0.3189
O 0.69725 -4.14520 2.81003 -0.4962
C -0.45195 -7.22141 4.37321 -1.6889
C 1.50940 -6.72796 3.02881 -1.8742
C -1.44066 -2.73004 3.70311 -2.0591
H -1.70460 -4.68839 5.70781 0.3761
H -3.16332 -4.07317 4.94234 0.4605
H -2.71664 -5.72666 4.68885 0.3493
H -1.78821 -4.08074 1.42466 0.2560
H -3.26395 -4.30914 2.33924 0.4089
H -2.78492 -6.68815 2.65544 0.3231
H -2.63191 -6.28984 0.95993 0.4055
H -0.75247 -7.71852 1.76914 0.3739
H -0.22687 -6.20295 1.06837 0.3805
H -0.03619 -6.90339 5.33317 0.3777
H -0.13058 -8.25408 4.20937 0.4594
H -1.53489 -7.27450 4.46735 0.2834
H 1.97719 -6.24198 2.16971 0.3514
H 1.58266 -7.80400 2.84906 0.4335
H 2.10451 -6.50188 3.91856 0.4473
H -0.91053 -2.42471 4.61013 0.5282
H -2.45580 -2.32704 3.76403 0.5269
H -0.97077 -2.23916 2.84856 0.0433
```

Results
E (eV): -79719.861
2S+1: 3
E_HOMO (spin up / spin down) (Eh): -0.33091 / -0.34587
<S²>: 2.009